1.
DFT (ωB97M-V with the def2-TZVPD basis set) results for an isolated molecule of C2H5N3S2.

Computed properties:
HOMO (alpha / beta): -0.29137 / -0.28127 Eh
LUMO (alpha / beta): -1.4 / -1.8 eV
net charge: 0

```
12
C2H5N3S2 | the Open Molecules 2025 dataset | ωB97M-V with the def2-TZVPD basis set
S -3.061 -0.328 0.242
S 2.359 -1.054 0.427
N -1.523 0.229 0.098
N -1.043 -0.254 -1.049
N 1.131 -0.064 -0.030
C -0.963 0.952 1.018
C 0.354 -0.466 -1.049
H 0.513 -1.612 -1.534
H -1.629 0.938 1.928
H -0.089 1.538 0.823
H 3.227 -0.078 1.011
H 0.725 0.197 -1.886
```

Results of the natural (NBO) charge analysis, in e, for atoms 1 through 2: -0.117 0.346

=====

2.
DFT (ωB97M-V with the def2-TZVPD basis set) results for an isolated molecule of C2H5N3S2.

Computed properties:
HOMO: -0.31430 Eh
SMILES: C=NSC(=S)NN
LUMO: 0.2 eV
net charge: 0

```
12
C2H5N3S2 | the Open Molecules 2025 dataset | ωB97M-V with the def2-TZVPD basis set
S 3.001 -1.258 -0.091
S 0.127 -1.262 0.542
N 1.485 0.894 -0.237
N -1.250 -0.437 -0.141
N 0.562 1.746 0.350
C -2.342 -1.063 -0.330
C 1.587 -0.414 0.034
H -2.511 -2.114 -0.049
H -0.316 1.524 -0.088
H 0.429 1.509 1.328
H 2.360 1.339 -0.581
H -3.132 -0.464 -0.736
```

Results of the natural (NBO) charge analysis, in e, for atoms 1 through 2: -0.114 0.451

=====

Stability, highest: 2

=====

1.
DFT (ωB97M-V with the def2-TZVPD basis set) results for an isolated molecule of C2H5N3S2.

Computed properties:
HOMO: -0.33294 Eh
SMILES: [H]/N=C(/NN)SC=S
LUMO: -0.5 eV
net charge: 0

```
12
C2H5N3S2 | the Open Molecules 2025 dataset | ωB97M-V with the def2-TZVPD basis set
S 2.247 -1.107 -3.317
S 1.190 0.608 -1.108
N 0.164 0.695 1.282
N -1.343 -0.067 -0.250
N -0.795 0.611 2.349
C -0.164 0.309 0.019
C 1.304 -0.818 -2.054
H -1.551 -0.178 -1.247
H 1.074 0.364 1.519
H 0.614 -1.640 -1.636
H -1.344 -0.200 2.065
H -1.399 1.424 2.377
```

Results of the natural (NBO) charge analysis, in e, for atoms 1 through 2: 0.078 0.336

=====

2.
DFT (ωB97M-V with the def2-TZVPD basis set) results for an isolated molecule of C2H5N3S2.

Computed properties:
HOMO: -0.29779 Eh
SMILES: S/N=C/N/C=N/S
LUMO: 0.2 eV
net charge: 0

```
12
C2H5N3S2 | the Open Molecules 2025 dataset | ωB97M-V with the def2-TZVPD basis set
S 2.071 -2.168 1.652
S -0.393 2.690 -1.919
N 1.163 -0.847 0.742
N -0.101 1.325 -1.040
N -1.026 -0.173 0.394
C -1.122 0.683 -0.704
C -0.072 -0.931 1.087
H 3.310 -1.888 1.053
H -2.211 0.611 -1.107
H -2.024 -0.902 0.250
H -0.527 -1.203 2.091
H 0.932 2.803 -2.499
```

Results of the natural (NBO) charge analysis, in e, for atoms 1 through 2: 0.070 0.172

=====

3.
DFT (ωB97M-V with the def2-TZVPD basis set) results for an isolated molecule of C2H5N3S2.

Computed properties:
HOMO: -0.33053 Eh
SMILES: [H]/N=C(\N)N(S)C=S
LUMO: 0.1 eV
net charge: 0

```
12
C2H5N3S2 | the Open Molecules 2025 dataset | ωB97M-V with the def2-TZVPD basis set
S -1.548 2.131 0.162
S 2.131 0.330 -1.036
N 0.532 0.415 -0.452
N 0.622 -1.267 1.224
N -1.253 -1.185 -0.263
C -0.115 1.636 -0.431
C -0.041 -0.742 0.270
H -1.959 -0.472 -0.444
H -0.023 -1.981 1.651
H 0.444 2.364 -1.024
H -1.634 -1.923 0.293
H 2.843 0.693 0.052
```

Results of the natural (NBO) charge analysis, in e, for atoms 1 through 2: -0.091 0.234

=====

4.
DFT (ωB97M-V with the def2-TZVPD basis set) results for a structure of composition C2H5N3S2.

Computed properties:
HOMO: -0.33796 Eh
LUMO: -1.9 eV
net charge: 0

```
12
C2H5N3S2 | the Open Molecules 2025 dataset | ωB97M-V with the def2-TZVPD basis set
S 0.703 1.136 2.871
S -1.109 0.567 -2.432
N -0.031 -0.783 -2.031
N 0.084 -0.097 1.660
N 0.132 -2.235 -0.281
C 0.265 -0.904 -0.615
C 0.685 0.255 0.383
H 0.425 -2.311 0.650
H -0.775 -1.832 -2.070
H -1.064 0.617 3.993
H -0.227 0.709 -3.828
H 1.147 1.261 0.190
```

Results of the natural (NBO) charge analysis, in e, for atoms 1 through 2: 0.143 0.108

=====

Stability, highest: 3

=====

1.
DFT (ωB97M-V with the def2-TZVPD basis set) results for a structure of composition C29H48BF2N3P2PtS.

Computed properties:
HOMO: -0.23607 Eh
LUMO: 0.5 eV
net charge: 0

```
87
C29H48BF2N3P2PtS | the Open Molecules 2025 dataset | ωB97M-V with the def2-TZVPD basis set
Pt 0.430 -0.318 -0.325
S 1.332 2.405 0.034
P -1.416 -1.602 -0.975
P 1.752 -0.860 1.768
F 0.964 0.900 -3.021
F 2.612 -0.452 -2.417
N -0.239 3.224 -1.935
N -1.008 3.560 0.256
N -0.969 0.062 1.332
C -2.309 -0.027 1.083
C -2.429 3.819 0.044
C 1.602 -3.483 2.701
C -0.393 -4.142 -0.535
C -4.678 0.300 1.573
C 3.466 -0.324 1.246
C -2.031 -1.784 -2.714
C -5.064 -0.209 0.334
C 1.844 -2.054 3.208
C -0.107 3.092 -0.616
C -1.328 3.785 -2.723
C -3.349 0.386 1.948
C -0.366 0.854 2.303
C -1.485 -3.189 -0.031
C 1.614 1.273 3.655
C -2.975 -2.947 -3.021
C 4.430 0.431 2.167
C -2.709 -0.675 -0.102
C 0.967 0.541 2.666
C 3.088 -2.001 4.088
C -6.518 -0.297 -0.073
C 1.032 2.379 4.270
C 1.775 3.170 5.321
C -0.244 2.730 3.858
C 4.134 -1.542 0.593
C -2.839 -3.886 0.080
C -4.055 -0.721 -0.470
C -0.829 -1.847 -3.667
C -0.938 1.980 2.915
B 1.426 0.071 -2.038
H -1.199 -2.830 0.964
H 2.842 2.947 5.287
H 1.493 -4.177 3.540
H -2.169 3.096 -2.823
H 0.984 -1.764 3.812
H 4.998 -1.223 0.006
H -3.830 -2.995 -2.349
H 1.414 2.929 6.325
H 3.981 -2.309 3.541
H 0.567 -3.625 -0.610
H -2.450 -3.904 -2.973
H -0.942 3.988 -3.718
H -2.926 3.755 1.010
H 1.642 4.243 5.176
H -0.166 -1.002 -3.515
H -0.708 3.620 4.274
H 2.956 -2.686 4.930
H -6.620 -0.338 -1.158
H -2.610 4.814 -0.358
H 4.636 -0.087 3.103
H -0.254 -2.763 -3.502
H -0.280 -4.992 0.142
H 2.434 -3.827 2.080
H -3.653 -3.178 0.245
H -3.109 0.725 2.944
H -0.648 -4.533 -1.525
H -0.737 3.350 1.206
H -4.332 -1.185 -1.413
H 3.210 0.364 0.438
H 3.439 -2.037 -0.089
H 3.253 -1.007 4.504
H -1.163 -1.840 -4.707
H 2.624 1.003 3.937
H -3.348 -2.830 -4.041
H -5.444 0.628 2.271
H 4.471 -2.266 1.340
H -1.677 4.721 -2.299
H -6.983 -1.198 0.340
H 0.693 -3.529 2.097
H 5.383 0.539 1.640
H 4.060 1.434 2.375
H -7.084 0.560 0.297
H 0.448 2.696 -2.446
H -3.059 -4.475 -0.811
H -2.552 -0.840 -2.890
H -2.880 3.075 -0.609
H -2.813 -4.571 0.931
H -1.929 2.303 2.629
```

Results of the Löwdin charge analysis, in e, for atoms 1 through 2: 0.729 0.730

=====

2.
DFT (ωB97M-V with the def2-TZVPD basis set) results for a structure of composition C29H48BF2N3P2PtS.

Computed properties:
HOMO (alpha / beta): -0.20696 / -0.21599 Eh
LUMO (alpha / beta): 0.2 / 0.2 eV
net charge: 0

```
87
C29H48BF2N3P2PtS | the Open Molecules 2025 dataset | ωB97M-V with the def2-TZVPD basis set
Pt -0.291 -0.126 -0.343
S -1.812 -0.521 -2.950
P -1.031 -2.240 0.102
P -0.911 2.159 -0.136
F 2.406 -0.577 0.805
F 2.582 -0.461 -1.429
N -0.041 0.230 -4.853
N -2.195 -0.057 -5.521
N -0.658 0.073 1.796
C 0.664 1.361 3.455
C -0.304 -3.667 -0.816
C -0.605 4.789 -1.377
C -0.117 1.258 2.292
C -1.293 -0.092 -4.512
C 1.353 5.100 3.732
C -1.028 -3.508 2.627
C -0.978 -1.095 3.950
C -0.134 3.333 -1.335
C -3.447 -3.723 -0.178
C -3.397 2.475 -1.398
C 0.202 3.655 2.007
C 1.162 -3.406 -1.169
C -0.804 -1.075 2.547
C -3.589 -1.428 0.824
C -1.267 -4.807 4.778
C -2.855 -2.315 -0.184
C 1.132 2.583 3.899
C -0.419 -5.073 -0.215
C -0.262 2.431 1.526
C -1.119 -2.278 4.643
C -0.885 -2.325 1.892
C 1.100 0.260 -3.950
C -1.117 -3.522 4.006
C 1.390 3.272 -1.233
C -1.873 0.185 -6.910
C 0.880 3.769 3.209
C -3.057 3.808 0.736
C -2.709 2.534 -0.034
B 1.747 -0.410 -0.359
H -0.399 5.326 -0.451
H 0.820 5.388 4.641
H -0.416 2.861 -2.284
H -4.528 -3.655 -0.337
H 1.752 2.245 -1.239
H -1.030 -0.163 4.491
H 0.934 0.465 3.994
H -3.119 -0.357 -5.265
H 0.135 0.438 -5.821
H -3.076 -0.480 0.993
H 0.760 0.048 -2.944
H -2.988 -1.888 -1.181
H -2.316 -5.046 4.974
H -1.394 -5.309 0.201
H -4.482 2.457 -1.264
H 1.744 3.747 -0.316
H -0.837 -5.648 4.231
H -3.668 -1.932 1.790
H -3.069 1.687 0.560
H -1.669 4.883 -1.588
H -2.781 4.711 0.194
H -1.086 -4.452 2.103
H 1.729 2.613 4.805
H -3.292 -4.212 0.788
H -4.138 3.841 0.897
H 0.330 -5.209 0.568
H 1.764 -3.270 -0.266
H -2.575 3.837 1.713
H -0.878 -3.626 -1.750
H -0.068 5.309 -2.175
H -1.203 -0.578 -7.317
H -1.417 1.169 -7.052
H -1.249 -2.234 5.720
H 0.053 4.550 1.413
H -4.599 -1.219 0.463
H -0.207 -5.806 -0.996
H 1.833 3.801 -2.081
H 1.194 5.889 2.995
H 1.837 -0.489 -4.240
H 1.561 1.248 -3.961
H -0.763 -4.749 5.745
H -3.041 -4.361 -0.963
H 2.417 5.079 3.975
H 1.565 -4.265 -1.714
H -3.158 3.352 -2.004
H -3.112 1.589 -1.967
H 1.277 -2.517 -1.784
H -2.793 0.169 -7.487
```

Results of the Löwdin charge analysis, in e, for atoms 1 through 2: 0.784 0.671

=====

Stability, highest: 1